{
  "formula": "C4H8N2O",
  "method": "the ωB97M-V functional and the def2-TZVPD basis",
  "elements": ["H", "N", "C", "N", "C", "C", "C", "O", "H", "H", "H", "H", "H", "H", "H"],
  "positions_angstrom": [[0.827, 1.203, 1.743], [0.038, 1.305, 1.092], [0.309, 0.481, 0.162], [1.420, -0.374, 0.221], [1.267, -1.563, 1.064], [-0.569, 0.392, -1.079], [-1.878, 1.138, -1.097], [-0.183, -0.291, -2.006], [1.714, -0.631, -0.712], [0.819, -2.401, 0.513], [0.618, -1.333, 1.915], [2.238, -1.879, 1.455], [-1.732, 2.189, -0.833], [-2.327, 1.048, -2.089], [-2.560, 0.717, -0.350]],
  "spin_multiplicity": 1,
  "charge": 0,
  "energy_ev": -9304.863,
  "max_force_ha_per_bohr": 0.010,
  "smiles": "[H]/N=C(\\NC)C(C)=O",
  "orbital_gap_ev": 9.767,
  "relative_energy_kj_mol": 147.7
}

***

{
  "formula": "C20H19BF6IrN9O2S3Sb",
  "method": "the ωB97M-V functional and the def2-TZVPD basis",
  "elements": ["Ir", "C", "C", "N", "N", "C", "B", "N", "C", "C", "C", "N", "N", "C", "C", "C", "N", "H", "H", "H", "H", "H", "H", "H", "H", "H", "H", "O", "C", "C", "C", "C", "C", "C", "C", "O", "N", "N", "C", "S", "C", "C", "S", "H", "H", "H", "H", "H", "H", "H", "H", "H", "S", "C", "N", "F", "Sb", "F", "F", "F", "F", "F"],
  "positions_angstrom": [[0.091, 0.327, 0.832], [-3.353, 2.509, 2.113], [-2.218, 2.400, 1.311], [-1.588, 1.256, 1.584], [-2.273, 0.636, 2.572], [-3.347, 1.369, 2.893], [-1.697, -0.648, 3.213], [-0.273, -0.309, 3.682], [0.311, -0.321, 4.890], [1.621, 0.089, 4.751], [1.778, 0.341, 3.390], [0.634, 0.080, 2.764], [-1.555, -1.711, 2.080], [-1.988, -2.977, 2.004], [-1.563, -3.522, 0.806], [-0.848, -2.502, 0.184], [-0.866, -1.418, 0.960], [-4.062, 3.317, 2.134], [-1.813, 3.085, 0.585], [-4.017, 1.039, 3.669], [-2.380, -1.021, 4.114], [-0.249, -0.614, 5.762], [2.359, 0.200, 5.524], [2.635, 0.682, 2.834], [-2.565, -3.400, 2.808], [-1.737, -4.516, 0.437], [-0.342, -2.502, -0.768], [2.473, -0.980, -3.953], [3.345, -1.362, -3.010], [4.567, -1.870, -3.458], [5.518, -2.290, -2.559], [5.288, -2.223, -1.181], [4.099, -1.712, -0.730], [3.107, -1.270, -1.625], [1.884, -0.725, -1.064], [1.800, -0.519, 0.194], [0.861, -0.463, -1.886], [-0.226, 0.046, -1.254], [-1.136, 0.409, -2.077], [-2.600, 1.153, -1.485], [-3.429, 1.182, -3.105], [-2.340, 1.408, -4.138], [-0.983, 0.238, -3.809], [1.669, -0.641, -3.520], [4.732, -1.919, -4.526], [6.460, -2.674, -2.928], [6.038, -2.570, -0.485], [3.894, -1.643, 0.330], [-4.170, 1.980, -3.067], [-3.922, 0.224, -3.247], [-1.940, 2.420, -4.099], [-2.731, 1.206, -5.133], [-3.677, -0.275, -0.314], [-4.158, -1.350, -1.512], [-4.471, -2.052, -2.371], [-0.060, 2.576, -0.901], [1.408, 3.583, -0.181], [1.160, 2.234, 1.267], [0.077, 4.643, 0.617], [2.792, 4.430, 0.722], [1.416, 4.641, -1.717], [2.558, 2.295, -0.923]],
  "spin_multiplicity": 1,
  "charge": 1,
  "energy_ev": -97417.037,
  "max_force_ha_per_bohr": 0.027,
  "orbital_gap_ev": 5.390,
  "relative_energy_kj_mol": 20.8
}

***

{
  "formula": "C20H36Cl2NO6",
  "method": "the ωB97M-V functional and the def2-TZVPD basis",
  "elements": ["C", "C", "O", "C", "C", "O", "C", "C", "C", "Cl", "C", "C", "Cl", "C", "C", "C", "C", "N", "O", "C", "C", "C", "C", "H", "H", "H", "H", "H", "H", "H", "H", "H", "H", "H", "H", "H", "H", "H", "H", "H", "H", "H", "H", "H", "H", "H", "H", "H", "H", "H", "H", "H", "H", "H", "H", "C", "C", "O", "C", "O", "O", "H", "H", "H", "H"],
  "positions_angstrom": [[5.839, -2.316, 0.678], [4.709, -1.921, -0.260], [4.036, -0.761, 0.221], [4.355, 0.438, -0.453], [3.593, 0.618, -1.759], [2.193, 0.587, -1.545], [1.599, -0.676, -1.778], [0.239, -0.726, -1.086], [-0.441, -2.093, -1.445], [0.142, -3.470, -0.435], [-0.492, -2.618, -2.893], [-1.010, -1.628, -3.923], [1.049, -3.339, -3.485], [0.473, -0.559, 0.427], [-0.711, -0.076, 1.272], [-1.988, -0.910, 1.149], [-0.275, -0.014, 2.741], [-1.059, 1.307, 0.777], [-1.052, 2.304, 1.566], [-0.917, 1.663, -0.668], [0.218, 2.684, -0.777], [-2.242, 2.301, -1.105], [-0.690, 0.422, -1.565], [6.554, -2.975, 0.182], [5.463, -2.831, 1.562], [6.372, -1.423, 1.009], [5.091, -1.746, -1.271], [3.967, -2.721, -0.332], [4.087, 1.250, 0.228], [5.436, 0.506, -0.649], [3.885, -0.135, -2.501], [3.840, 1.601, -2.171], [1.501, -0.833, -2.857], [2.223, -1.479, -1.376], [-1.490, -2.009, -1.178], [-1.167, -3.470, -2.854], [-1.022, -2.109, -4.899], [-2.029, -1.326, -3.675], [-0.387, -0.740, -3.994], [0.859, -1.480, 0.854], [1.268, 0.179, 0.538], [-2.458, -0.802, 0.172], [-1.782, -1.967, 1.332], [-2.716, -0.567, 1.885], [-0.047, 1.011, 3.023], [0.616, -0.620, 2.895], [-1.056, -0.389, 3.402], [0.480, 2.842, -1.822], [-0.097, 3.627, -0.332], [1.110, 2.344, -0.256], [-2.372, 2.227, -2.187], [-3.084, 1.794, -0.631], [-2.282, 3.355, -0.830], [-0.320, 0.831, -2.506], [-1.673, -0.001, -1.787], [-4.052, 1.095, 4.086], [-3.938, 2.135, 2.985], [-5.298, 2.252, 2.545], [-6.118, 1.845, 3.539], [-7.300, 1.970, 3.543], [-5.401, 1.268, 4.534], [-3.377, 1.255, 4.922], [-3.940, 0.076, 3.709], [-3.606, 3.103, 3.363], [-3.309, 1.846, 2.151]],
  "spin_multiplicity": 2,
  "charge": 0,
  "energy_ev": -60141.994,
  "max_force_ha_per_bohr": 0.009,
  "orbital_gap_ev": [8.522, 10.066]
}

***

{
  "formula": "C4H8N2O",
  "method": "the ωB97M-V functional and the def2-TZVPD basis",
  "elements": ["N", "C", "O", "C", "N", "C", "C", "H", "H", "H", "H", "H", "H", "H", "H"],
  "positions_angstrom": [[1.809, -0.055, -1.174], [1.453, -0.747, -0.060], [1.801, -1.894, 0.159], [0.589, 0.034, 0.922], [-0.444, 0.828, 0.259], [-1.806, 0.558, 0.698], [-1.340, 0.093, -0.626], [2.310, -0.544, -1.900], [1.412, 0.852, -1.363], [0.181, -0.704, 1.624], [1.230, 0.718, 1.492], [-1.931, -0.208, 1.463], [-2.468, 1.414, 0.795], [-1.168, -0.975, -0.762], [-1.630, 0.628, -1.528]],
  "spin_multiplicity": 1,
  "charge": 0,
  "energy_ev": -9304.650,
  "max_force_ha_per_bohr": 0.007,
  "smiles": "NC(=O)CN1CC1",
  "orbital_gap_ev": 10.548,
  "relative_energy_kj_mol": 168.2
}

***

{
  "formula": "CH3N2O2S",
  "method": "the ωB97M-V functional and the def2-TZVPD basis",
  "elements": ["C", "N", "N", "O", "O", "S", "H", "H", "H"],
  "positions_angstrom": [[1.567, 0.143, 0.103], [-1.175, 0.704, 0.133], [-0.385, -0.234, 0.804], [1.986, -0.848, -0.366], [1.717, 1.273, 0.257], [-0.978, -1.693, 0.068], [-0.744, 1.100, -0.695], [-1.712, 1.348, 0.671], [-0.275, -1.792, -0.974]],
  "spin_multiplicity": 1,
  "charge": -1,
  "energy_ev": -18995.267,
  "max_force_ha_per_bohr": 0.085,
  "orbital_gap_ev": 7.077,
  "relative_energy_kj_mol": 195.9
}

***

{
  "formula": "C5H31N2O8",
  "method": "the ωB97M-V functional and the def2-TZVPD basis",
  "elements": ["N", "C", "C", "C", "C", "C", "N", "H", "H", "H", "H", "H", "H", "H", "H", "H", "H", "H", "H", "H", "H", "H", "H", "H", "O", "H", "H", "O", "H", "H", "O", "H", "H", "O", "H", "H", "O", "H", "H", "O", "H", "H", "O", "H", "H", "O"],
  "positions_angstrom": [[-0.083, 0.484, 0.983], [1.027, -0.263, 0.162], [1.938, 0.658, -0.509], [1.317, 1.806, -1.379], [1.888, 2.344, -2.659], [1.656, -1.232, 1.124], [0.731, -2.407, 0.858], [-0.824, 1.109, 0.512], [-0.665, -0.344, 1.454], [0.413, 1.065, 1.693], [0.384, -0.772, -0.727], [2.703, 0.255, -1.235], [2.518, 1.186, 0.412], [1.429, 2.612, -0.597], [0.156, 1.739, -1.608], [2.398, 1.506, -3.203], [2.744, 3.120, -2.516], [1.107, 2.773, -3.211], [2.649, -1.609, 0.633], [1.870, -0.853, 2.062], [1.115, -3.277, 0.995], [-0.006, -2.287, 1.521], [-2.586, -0.506, -1.399], [-1.662, -1.253, -0.584], [-1.965, -0.357, -0.610], [-3.376, -0.214, -3.724], [-3.431, -1.668, -3.042], [-3.360, -0.766, -2.850], [-2.764, -2.086, 1.601], [-2.883, -0.718, 1.116], [-2.542, -1.221, 1.997], [1.154, -0.280, 4.447], [-0.384, -0.121, 4.036], [0.597, -0.226, 3.653], [-1.964, -4.453, -1.526], [-0.764, -3.446, -1.503], [-1.774, -3.542, -1.414], [3.149, 1.937, 2.465], [2.254, 1.356, 3.547], [2.328, 1.897, 2.840], [0.798, -0.782, -4.223], [-0.153, 0.217, -3.189], [-0.089, -0.351, -3.992], [-3.023, 2.796, 2.105], [-1.932, 3.206, 3.183], [-2.094, 2.968, 2.298]],
  "spin_multiplicity": 2,
  "charge": 2,
  "energy_ev": -25027.092,
  "max_force_ha_per_bohr": 0.140,
  "orbital_gap_ev": [10.798, 4.288],
  "relative_energy_kj_mol": 236.8
}

***

{
  "formula": "C4H8NO",
  "method": "the ωB97M-V functional and the def2-TZVPD basis",
  "elements": ["C", "N", "C", "C", "O", "C", "H", "H", "H", "H", "H", "H", "H", "H"],
  "positions_angstrom": [[-1.634, -0.002, 0.316], [-0.370, 0.006, -0.414], [0.544, -1.188, -0.124], [1.802, -0.775, 0.139], [1.922, 0.556, 0.121], [0.583, 1.132, -0.104], [-1.549, -0.019, 1.457], [-2.146, 0.982, 0.169], [-2.214, -0.854, -0.019], [-0.518, 0.004, -1.528], [0.057, -2.216, -0.271], [2.766, -1.231, 0.375], [0.603, 1.878, -1.004], [0.153, 1.727, 0.886]],
  "spin_multiplicity": 1,
  "charge": 1,
  "energy_ev": -7806.096,
  "max_force_ha_per_bohr": 0.073,
  "smiles": "C[N@@H+]1C=COC1",
  "orbital_gap_ev": 10.547,
  "relative_energy_kj_mol": 193.7
}

***

{
  "formula": "C19H60O11",
  "method": "the ωB97M-V functional and the def2-TZVPD basis",
  "elements": ["C", "C", "O", "H", "H", "H", "H", "H", "H", "C", "C", "O", "H", "H", "H", "H", "H", "H", "C", "C", "O", "H", "H", "H", "H", "H", "H", "C", "C", "O", "H", "H", "H", "H", "H", "H", "C", "C", "O", "H", "H", "H", "H", "H", "H", "C", "C", "O", "H", "H", "H", "H", "H", "H", "C", "C", "O", "H", "H", "H", "H", "H", "H", "C", "C", "O", "H", "H", "H", "H", "H", "H", "C", "O", "H", "H", "H", "H", "C", "O", "H", "H", "H", "H", "C", "O", "H", "H", "H", "H"],
  "positions_angstrom": [[-1.742, 1.669, -3.727], [-1.150, 0.980, -2.514], [-0.434, 2.021, -1.807], [-2.239, 2.595, -3.468], [-2.339, 1.026, -4.337], [-0.912, 1.960, -4.381], [-0.420, 0.296, -2.899], [-1.820, 0.480, -1.844], [-0.086, 1.609, -0.981], [2.061, 0.186, -3.356], [2.441, -0.230, -1.973], [3.501, -1.168, -2.022], [2.832, 0.793, -3.875], [1.200, 0.888, -3.301], [1.825, -0.703, -3.972], [1.562, -0.678, -1.496], [2.701, 0.626, -1.339], [4.047, -1.074, -1.216], [-0.826, 3.197, 4.508], [-1.489, 3.696, 3.232], [-0.412, 3.956, 2.340], [-1.524, 3.207, 5.318], [0.000, 3.912, 4.725], [-0.408, 2.238, 4.317], [-2.007, 4.594, 3.460], [-2.155, 2.943, 2.789], [-0.767, 3.798, 1.454], [-3.363, 4.665, 0.230], [-3.269, 3.275, -0.346], [-2.376, 2.421, 0.384], [-4.157, 5.266, -0.147], [-2.437, 5.266, 0.068], [-3.498, 4.707, 1.292], [-2.923, 3.333, -1.433], [-4.287, 2.798, -0.414], [-1.912, 1.906, -0.310], [-1.838, -2.937, -2.005], [-0.373, -2.801, -1.650], [-0.002, -3.749, -0.670], [-2.516, -2.843, -1.198], [-2.080, -3.905, -2.466], [-2.071, -2.232, -2.806], [-0.236, -1.777, -1.377], [0.279, -2.953, -2.563], [0.929, -3.908, -0.748], [1.201, -5.145, 1.961], [-0.222, -5.806, 1.916], [-1.203, -4.859, 1.354], [1.755, -5.571, 2.773], [1.147, -4.065, 1.886], [1.692, -5.462, 1.050], [-0.576, -6.100, 2.943], [-0.197, -6.648, 1.250], [-0.891, -4.339, 0.554], [-2.704, -0.341, 3.490], [-2.590, -1.793, 3.365], [-2.312, -2.076, 1.995], [-3.159, -0.065, 4.475], [-3.459, -0.006, 2.765], [-1.742, 0.147, 3.347], [-3.451, -2.401, 3.684], [-1.759, -2.150, 3.942], [-1.918, -2.927, 1.843], [0.421, 5.531, -1.708], [1.685, 5.068, -2.376], [1.919, 3.662, -2.332], [0.671, 5.592, -0.636], [-0.449, 4.864, -1.822], [0.070, 6.532, -1.937], [2.583, 5.507, -1.892], [1.718, 5.304, -3.447], [1.140, 3.082, -2.285], [3.281, -1.754, 1.644], [4.156, -1.007, 0.860], [2.312, -1.908, 1.105], [3.734, -2.679, 1.995], [3.067, -1.267, 2.574], [5.017, -1.177, 1.240], [0.905, 0.285, 1.289], [0.009, 1.254, 0.844], [0.802, 0.193, 2.430], [0.654, -0.694, 0.812], [1.905, 0.500, 0.973], [-0.016, 2.016, 1.456], [3.372, -5.140, -1.826], [2.706, -3.998, -1.280], [4.474, -5.086, -1.880], [2.999, -5.949, -1.264], [3.009, -5.333, -2.834], [2.933, -3.143, -1.777]],
  "spin_multiplicity": 1,
  "charge": 0,
  "energy_ev": -43195.012,
  "max_force_ha_per_bohr": 0.048,
  "smiles": "CCO.CCO.CCO.CCO.CCO.CCO.CCO.CCO.CO.CO.CO",
  "orbital_gap_ev": 10.022,
  "relative_energy_kj_mol": 340.3
}

***

Copy entry 5 word for word.
{
  "formula": "CH3N2O2S",
  "method": "the ωB97M-V functional and the def2-TZVPD basis",
  "elements": ["C", "N", "N", "O", "O", "S", "H", "H", "H"],
  "positions_angstrom": [[1.567, 0.143, 0.103], [-1.175, 0.704, 0.133], [-0.385, -0.234, 0.804], [1.986, -0.848, -0.366], [1.717, 1.273, 0.257], [-0.978, -1.693, 0.068], [-0.744, 1.100, -0.695], [-1.712, 1.348, 0.671], [-0.275, -1.792, -0.974]],
  "spin_multiplicity": 1,
  "charge": -1,
  "energy_ev": -18995.267,
  "max_force_ha_per_bohr": 0.085,
  "orbital_gap_ev": 7.077,
  "relative_energy_kj_mol": 195.9
}

***

What did the sixth record say?
{
  "formula": "C5H31N2O8",
  "method": "the ωB97M-V functional and the def2-TZVPD basis",
  "elements": ["N", "C", "C", "C", "C", "C", "N", "H", "H", "H", "H", "H", "H", "H", "H", "H", "H", "H", "H", "H", "H", "H", "H", "H", "O", "H", "H", "O", "H", "H", "O", "H", "H", "O", "H", "H", "O", "H", "H", "O", "H", "H", "O", "H", "H", "O"],
  "positions_angstrom": [[-0.083, 0.484, 0.983], [1.027, -0.263, 0.162], [1.938, 0.658, -0.509], [1.317, 1.806, -1.379], [1.888, 2.344, -2.659], [1.656, -1.232, 1.124], [0.731, -2.407, 0.858], [-0.824, 1.109, 0.512], [-0.665, -0.344, 1.454], [0.413, 1.065, 1.693], [0.384, -0.772, -0.727], [2.703, 0.255, -1.235], [2.518, 1.186, 0.412], [1.429, 2.612, -0.597], [0.156, 1.739, -1.608], [2.398, 1.506, -3.203], [2.744, 3.120, -2.516], [1.107, 2.773, -3.211], [2.649, -1.609, 0.633], [1.870, -0.853, 2.062], [1.115, -3.277, 0.995], [-0.006, -2.287, 1.521], [-2.586, -0.506, -1.399], [-1.662, -1.253, -0.584], [-1.965, -0.357, -0.610], [-3.376, -0.214, -3.724], [-3.431, -1.668, -3.042], [-3.360, -0.766, -2.850], [-2.764, -2.086, 1.601], [-2.883, -0.718, 1.116], [-2.542, -1.221, 1.997], [1.154, -0.280, 4.447], [-0.384, -0.121, 4.036], [0.597, -0.226, 3.653], [-1.964, -4.453, -1.526], [-0.764, -3.446, -1.503], [-1.774, -3.542, -1.414], [3.149, 1.937, 2.465], [2.254, 1.356, 3.547], [2.328, 1.897, 2.840], [0.798, -0.782, -4.223], [-0.153, 0.217, -3.189], [-0.089, -0.351, -3.992], [-3.023, 2.796, 2.105], [-1.932, 3.206, 3.183], [-2.094, 2.968, 2.298]],
  "spin_multiplicity": 2,
  "charge": 2,
  "energy_ev": -25027.092,
  "max_force_ha_per_bohr": 0.140,
  "orbital_gap_ev": [10.798, 4.288],
  "relative_energy_kj_mol": 236.8
}